ORCA calculation (the ωB97M-V functional and the def2-TZVPD basis) on a structure of composition C32H47Cl3N3O3RhSSi.

Computed properties:
Highest occupied orbital energy (alpha / beta) = -7.1 / -7.0 eV
Energy relative to the best compared isomer or geometry (same formula, charge and spin) = 131.9 kJ/mol
<S²> = 6.015
Total energy = -3816.25227 a.u.
Orbital gap (alpha / beta) = 7.21 / 5.31 eV
LUMO (alpha / beta) = 0.1 / -1.7 eV
2S+1 = 5

Cartesian coordinates (Å):
C (0.93536, 4.48300, -2.27032)
C (0.04692, 4.19161, -1.11373)
H (0.48083, 5.20918, -2.95399)
H (1.13555, 3.55369, -2.82165)
H (1.90437, 4.89297, -1.93986)
C (-0.92887, 5.01683, -0.70320)
C (-1.26234, 6.32742, -1.33881)
H (-1.52138, 4.79682, 0.18539)
H (-1.15285, 6.30997, -2.43285)
H (-0.63634, 7.14872, -0.95269)
H (-2.30039, 6.59515, -1.10718)
Rh (0.09677, -0.29641, -0.54349)
Cl (2.32676, 0.16390, -0.08805)
Cl (-0.04188, -1.63100, -2.74342)
H (0.67729, -5.72591, 0.80066)
H (3.29530, -5.32472, -0.28126)
C (0.41155, -5.20740, -0.13164)
C (2.67546, -4.87491, -1.07154)
N (1.46161, -4.28795, -0.52459)
H (-0.53044, -4.66844, -0.00259)
C (1.34806, -2.96870, -0.37322)
O (0.26561, -2.41698, -0.02309)
H (3.26199, -4.10289, -1.58429)
H (2.25955, -2.38772, -0.57243)
H (0.31495, -5.96680, -0.91643)
H (2.39993, -5.66161, -1.78493)
H (-2.03485, 2.17433, -3.06261)
H (-3.43429, 3.44748, -1.09243)
C (-2.68183, 1.30840, -2.86368)
C (-4.03344, 2.52750, -1.19119)
N (-3.18369, 1.37991, -1.49598)
H (-2.12003, 0.37939, -3.00708)
C (-2.90722, 0.45201, -0.57739)
O (-2.11964, -0.51991, -0.75309)
H (-4.56923, 2.34530, -0.25046)
H (-3.46865, 0.59971, 0.37357)
H (-3.54410, 1.34915, -3.54416)
H (-4.75230, 2.67276, -2.00810)
O (-0.30594, 1.82564, -1.04848)
C (0.33250, 2.85433, -0.40084)
C (-1.43450, 2.76799, 1.36840)
C (-0.08135, 2.85023, 1.06591)
H (-2.12691, 2.56328, 0.53921)
C (-1.86264, 3.03080, 2.66826)
H (1.42745, 2.71549, -0.44065)
C (0.87839, 2.97814, 2.06232)
H (-2.93455, 3.05679, 2.87386)
C (-0.90831, 3.25170, 3.66467)
C (0.45752, 3.19035, 3.37664)
H (1.92802, 2.93098, 1.77525)
H (-1.24082, 3.44990, 4.68668)
H (1.20599, 3.32949, 4.16100)
Si (1.18420, -0.54444, -4.28871)
Cl (0.83997, 1.26462, -3.28171)
C (-0.14431, -1.23961, -5.50289)
C (2.80642, -1.24341, -3.57783)
C (2.14131, 0.09481, -5.89121)
H (-1.15698, -0.91207, -5.23360)
H (-0.12859, -2.33730, -5.47071)
H (0.02530, -0.94619, -6.54225)
H (1.47307, 0.62478, -6.58144)
H (2.55709, -0.77370, -6.42422)
H (2.96617, 0.76607, -5.62682)
H (2.88108, -1.07519, -2.49613)
H (3.67332, -0.75398, -4.04196)
H (2.87155, -2.31917, -3.78401)
N (-0.51283, -0.36492, 1.28764)
S (0.31666, -0.25697, 2.71549)
C (-0.88274, -0.14190, 4.06913)
C (-0.37848, -0.27349, 5.36904)
C (-1.23477, -0.19594, 6.46783)
C (-2.59762, 0.06501, 6.26869)
C (-3.09635, 0.23654, 4.97441)
C (-2.24033, 0.11839, 3.87348)
C (0.87047, -1.94570, 3.00629)
C (2.22185, -2.23410, 2.79701)
C (2.66709, -3.54617, 2.90892)
C (1.76527, -4.56814, 3.22080)
C (0.41745, -4.27303, 3.43795)
C (-0.03210, -2.95248, 3.34908)
H (-1.37419, -0.90093, 1.42570)
H (0.68344, -0.46329, 5.50110)
H (-0.83643, -0.33747, 7.47576)
H (-3.27087, 0.13345, 7.12603)
H (-4.15525, 0.45584, 4.81084)
H (-2.62074, 0.25531, 2.86379)
H (2.89583, -1.42006, 2.52137)
H (3.72204, -3.77139, 2.74007)
H (2.11374, -5.60383, 3.29282)
H (-0.29336, -5.06640, 3.67273)
H (-1.07907, -2.70282, 3.53695)